This record from the OMol25 dataset describes a molecular structure, C25H18AsNO5Pt. The level of theory is ωB97M-V with the def2-TZVPD basis set.

Each line ends with the natural charge from an NBO analysis.
Positions of all 51 atoms, in Å:
Pt (1.43, 0.37, -1.23)  0.954
O (2.60, 3.91, -2.68)  -0.606
C (2.25, 2.79, -2.43)  0.747
O (1.55, 2.41, -1.39)  -0.713
C (2.61, 1.65, -3.40)  0.097
C (3.33, 1.73, -4.57)  -0.192
C (3.63, 0.55, -5.24)  -0.164
C (3.27, -0.68, -4.72)  -0.194
C (2.55, -0.70, -3.54)  0.104
N (2.22, 0.45, -2.97)  -0.380
C (2.12, -1.92, -2.72)  0.748
O (2.42, -3.03, -3.10)  -0.608
O (1.45, -1.63, -1.64)  -0.719
H (3.65, 2.70, -4.93)  0.250
H (4.19, 0.59, -6.17)  0.226
H (3.54, -1.62, -5.19)  0.250
O (1.07, 0.30, 0.79)  -1.098
As (-0.51, -0.07, 1.22)  1.941
C (-1.65, 1.29, 0.51)  -0.321
C (-1.09, 2.56, 0.59)  -0.208
C (-1.77, 3.65, 0.07)  -0.182
C (-3.01, 3.47, -0.54)  -0.186
C (-3.56, 2.20, -0.62)  -0.210
C (-2.89, 1.11, -0.10)  -0.225
C (-0.87, -1.88, 0.72)  -0.318
C (-1.91, -2.32, -0.09)  -0.216
C (-1.98, -3.66, -0.45)  -0.206
C (-1.01, -4.55, -0.01)  -0.178
C (0.03, -4.11, 0.79)  -0.181
C (0.10, -2.77, 1.15)  -0.202
C (-0.55, 0.05, 3.13)  -0.320
C (-1.72, -0.22, 3.83)  -0.228
C (-1.72, -0.11, 5.21)  -0.195
C (-0.56, 0.25, 5.88)  -0.193
C (0.60, 0.52, 5.18)  -0.203
C (0.61, 0.42, 3.79)  -0.219
H (-0.11, 2.70, 1.02)  0.245
H (-1.33, 4.63, 0.11)  0.227
H (-3.53, 4.32, -0.96)  0.220
H (-4.53, 2.06, -1.10)  0.219
H (-3.35, 0.13, -0.17)  0.210
H (-2.66, -1.65, -0.46)  0.210
H (-2.78, -4.01, -1.08)  0.219
H (-1.06, -5.59, -0.31)  0.220
H (0.80, -4.79, 1.11)  0.222
H (0.94, -2.42, 1.75)  0.230
H (-2.62, -0.50, 3.31)  0.219
H (-2.63, -0.32, 5.77)  0.219
H (-0.57, 0.33, 6.96)  0.219
H (1.50, 0.80, 5.70)  0.222
H (1.51, 0.62, 3.22)  0.248

Properties
E = -3749.5511 Ha
Energy relative to the best compared isomer or geometry (same formula, charge and spin) = 9.4 kcal per mole
Charge = 0
Spin multiplicity = 1
Orbital gap = 8.7 eV

***

This record from the OMol25 dataset describes a molecular structure, C25H18Br2CuN5OS. The level of theory is ωB97M-V with the def2-TZVPD basis set.

Each line ends with the Mulliken spin population.
Positions of all 53 atoms, in Å:
Cu (0.28, -0.26, 0.01)  0.683
C (-0.50, -0.76, 4.20)  0.005
C (-0.66, -0.66, 2.82)  0.001
N (0.37, -0.57, 2.00)  0.076
C (1.62, -0.59, 2.51)  0.004
C (1.88, -0.68, 3.87)  0.001
C (0.76, -0.76, 4.73)  -0.005
C (3.24, -0.71, 4.32)  0.000
C (4.26, -0.68, 3.44)  0.001
C (4.02, -0.61, 2.03)  0.001
C (5.04, -0.62, 1.06)  -0.002
C (4.71, -0.59, -0.27)  0.003
C (3.36, -0.53, -0.63)  -0.002
N (2.38, -0.50, 0.25)  0.036
C (2.70, -0.56, 1.56)  0.008
H (-1.37, -0.83, 4.83)  0.001
H (-1.64, -0.67, 2.35)  0.002
H (0.92, -0.83, 5.80)  0.000
H (3.43, -0.77, 5.39)  0.000
H (5.29, -0.71, 3.79)  0.000
H (6.08, -0.67, 1.38)  0.000
H (5.47, -0.61, -1.04)  0.000
H (3.08, -0.51, -1.67)  0.001
Br (-3.87, -3.17, -0.34)  0.000
C (-2.73, -2.51, -1.68)  0.006
C (-2.98, -2.83, -3.02)  0.003
C (-2.21, -2.32, -4.03)  -0.003
Br (-2.60, -2.77, -5.82)  0.000
C (-1.13, -1.45, -3.73)  0.002
C (-0.31, -0.80, -4.68)  -0.005
C (0.65, 0.07, -4.27)  0.007
C (0.84, 0.29, -2.89)  -0.004
N (0.13, -0.33, -1.99)  0.086
C (-0.88, -1.17, -2.37)  -0.041
C (-1.68, -1.69, -1.31)  0.035
O (-1.41, -1.32, -0.08)  0.075
H (-3.81, -3.49, -3.25)  0.000
H (-0.48, -0.99, -5.73)  0.000
H (1.27, 0.60, -4.98)  0.000
H (1.58, 0.99, -2.53)  -0.002
C (-2.07, 4.64, 0.00)  0.001
N (-2.61, 3.28, -0.01)  0.001
C (-3.94, 2.93, -0.10)  0.000
C (-4.00, 1.58, -0.08)  0.000
N (-2.70, 1.13, 0.04)  0.000
C (-1.85, 2.17, 0.08)  -0.004
S (-0.15, 2.16, 0.23)  0.031
H (-2.90, 5.33, -0.15)  0.000
H (-1.34, 4.75, -0.79)  0.000
H (-1.60, 4.84, 0.96)  0.000
H (-4.72, 3.67, -0.18)  0.000
H (-4.84, 0.91, -0.13)  0.000
H (-2.38, 0.16, 0.08)  0.000

Properties
E = -8499.1303 Ha
Energy relative to the best compared isomer or geometry (same formula, charge and spin) = 0.0 kcal per mole
Charge = +1
Spin multiplicity = 2
Orbital gap (spin up / spin down) = 7.0 / 7.0 eV

***

This record from the OMol25 dataset describes a molecular structure, C25H18BrMnN4O5S. The level of theory is ωB97M-V with the def2-TZVPD basis set.

Each line ends with the Mulliken spin population.
Positions of all 55 atoms, in Å:
Mn (0.72, -0.32, 0.61)  4.803
O (-4.36, 2.12, -1.40)  0.000
C (-3.08, 1.71, -1.10)  -0.009
C (-2.23, 1.27, -2.05)  0.011
C (-0.85, 0.77, -1.66)  -0.031
N (-0.48, 1.11, -0.30)  0.018
C (-1.43, 1.47, 0.58)  0.014
C (-2.72, 1.78, 0.29)  0.020
C (-0.98, 1.36, 2.04)  0.008
O (-1.79, 1.53, 2.96)  0.007
O (0.22, 0.94, 2.22)  0.040
C (-0.76, -0.78, -1.86)  0.013
O (-1.15, -1.26, -2.92)  0.006
O (-0.28, -1.46, -0.87)  0.032
H (-4.50, 1.96, -2.34)  0.000
H (-2.52, 1.19, -3.09)  -0.002
H (-3.43, 2.07, 1.05)  0.002
Br (2.63, 0.05, -1.40)  0.042
C (2.99, 1.91, -1.22)  -0.006
C (4.23, 2.19, -0.70)  0.005
C (4.61, 3.52, -0.45)  -0.001
C (3.73, 4.52, -0.70)  0.003
C (2.45, 4.26, -1.24)  0.004
C (1.57, 5.34, -1.46)  0.001
C (0.33, 5.13, -1.97)  -0.001
C (-0.07, 3.82, -2.31)  0.000
C (0.75, 2.74, -2.12)  0.008
C (2.04, 2.93, -1.55)  -0.005
H (4.90, 1.38, -0.47)  -0.001
H (5.59, 3.72, -0.04)  0.000
H (4.00, 5.55, -0.50)  0.000
H (1.91, 6.34, -1.20)  0.000
H (-0.35, 5.95, -2.13)  0.000
H (-1.06, 3.66, -2.72)  0.000
N (-1.68, -1.56, 1.73)  0.013
C (-0.72, -1.66, 2.66)  0.017
S (0.78, -2.38, 2.25)  0.018
N (-1.00, -1.12, 3.86)  -0.001
C (-0.07, -1.04, 4.93)  0.000
C (0.44, -2.18, 5.52)  0.000
C (1.31, -2.07, 6.59)  0.001
C (1.66, -0.81, 7.08)  0.000
C (1.14, 0.33, 6.48)  0.001
C (0.28, 0.22, 5.40)  -0.002
H (-1.45, -1.82, 0.77)  -0.012
H (-2.46, -0.94, 1.87)  0.002
H (-1.61, -0.30, 3.80)  0.000
H (0.15, -3.15, 5.14)  0.000
H (1.71, -2.96, 7.06)  0.000
H (2.34, -0.73, 7.92)  0.000
H (1.41, 1.31, 6.85)  0.000
H (-0.12, 1.10, 4.90)  0.000
N (0.45, 1.07, -3.80)  0.000
C (0.17, 1.44, -2.62)  -0.021
H (-0.06, 0.21, -4.00)  0.001

Properties
E = -5682.1149 Ha
Energy relative to the best compared isomer or geometry (same formula, charge and spin) = 0.0 kcal per mole
Charge = -1
Spin multiplicity = 6
Orbital gap (spin up / spin down) = 6.2 / 6.2 eV

***

This record from the OMol25 dataset describes a molecular structure, C25H18N4O10PPtS. The level of theory is ωB97M-V with the def2-TZVPD basis set.

Each line ends with the natural charge from an NBO analysis.
Positions of all 60 atoms, in Å:
Pt (2.25, 0.20, -0.38)  0.764
O (5.06, 3.11, -0.42)  -0.633
C (4.01, 2.51, -0.37)  0.791
O (3.92, 1.24, -0.03)  -0.700
C (2.70, 3.24, -0.67)  -0.875
P (1.25, 2.13, -0.40)  1.246
C (0.09, 2.52, -1.72)  -0.407
C (-0.19, 3.85, -2.02)  -0.191
C (-1.07, 4.17, -3.04)  -0.231
C (-1.67, 3.16, -3.78)  -0.199
C (-1.39, 1.83, -3.49)  -0.235
C (-0.52, 1.50, -2.46)  -0.083
C (0.54, 2.78, 1.14)  -0.384
C (1.37, 2.80, 2.26)  -0.109
C (0.89, 3.29, 3.46)  -0.233
C (-0.41, 3.75, 3.55)  -0.203
C (-1.24, 3.72, 2.44)  -0.212
C (-0.77, 3.22, 1.23)  -0.171
H (2.71, 3.62, -1.69)  0.264
H (2.65, 4.10, -0.01)  0.257
H (0.27, 4.64, -1.44)  0.213
H (-1.28, 5.21, -3.27)  0.208
H (-2.35, 3.41, -4.58)  0.206
H (-1.86, 1.03, -4.05)  0.221
H (-0.31, 0.47, -2.23)  0.253
H (2.38, 2.41, 2.20)  0.219
H (1.54, 3.29, 4.33)  0.211
H (-0.79, 4.13, 4.50)  0.205
H (-2.26, 4.06, 2.51)  0.206
H (-1.43, 3.15, 0.38)  0.231
O (-1.06, 0.48, 0.26)  -0.630
N (-1.45, -0.64, 0.77)  0.030
C (-2.64, -1.14, 0.35)  -0.015
C (-3.17, -2.32, 0.83)  -0.282
C (-2.44, -3.02, 1.79)  -0.221
C (-1.23, -2.52, 2.21)  -0.261
C (-0.69, -1.31, 1.72)  0.000
S (0.80, -0.68, 2.25)  -0.397
H (-3.12, -0.52, -0.39)  0.223
H (-4.11, -2.67, 0.45)  0.221
H (-2.82, -3.95, 2.19)  0.214
H (-0.64, -3.03, 2.95)  0.229
O (-1.27, -6.73, 0.29)  -0.400
N (-0.25, -6.20, 0.70)  0.539
O (0.48, -6.70, 1.53)  -0.397
C (0.12, -4.92, 0.13)  -0.071
C (-0.69, -4.34, -0.83)  -0.102
C (-0.36, -3.11, -1.33)  -0.091
C (0.75, -2.33, -0.83)  0.531
O (0.86, -1.12, -1.14)  -0.656
C (1.61, -3.06, 0.06)  -0.103
C (1.27, -4.30, 0.56)  -0.092
N (2.93, -2.59, 0.41)  0.556
O (3.43, -1.62, -0.21)  -0.460
O (3.57, -3.20, 1.22)  -0.317
N (-1.21, -2.59, -2.40)  0.537
O (-0.75, -1.79, -3.18)  -0.366
O (-2.36, -3.02, -2.45)  -0.400
H (-1.58, -4.84, -1.19)  0.277
H (1.92, -4.79, 1.27)  0.279

Properties
E = -2793.5866 Ha
Energy relative to the best compared isomer or geometry (same formula, charge and spin) = 21.1 kcal per mole
Charge = -1
Spin multiplicity = 1
Orbital gap = 5.4 eV

***

This record from the OMol25 dataset describes a molecular structure, C25H18N5O5Rh. The level of theory is ωB97M-V with the def2-TZVPD basis set.

Each line ends with the Mulliken spin population.
Positions of all 54 atoms, in Å:
Rh (0.97, -0.79, 0.11)  1.366
C (-0.42, 5.73, -1.98)  -0.003
C (-0.43, 4.34, -1.43)  0.040
C (-1.54, 3.53, -1.65)  -0.025
C (-1.56, 2.24, -1.18)  0.078
C (-0.48, 1.69, -0.47)  0.045
N (-0.55, 0.38, -0.06)  0.348
C (-1.75, -0.09, 0.42)  -0.108
C (-2.59, 0.78, 1.15)  0.072
C (-3.81, 0.38, 1.65)  -0.034
C (-4.27, -0.92, 1.43)  0.081
C (-5.59, -1.35, 1.98)  -0.006
C (-3.44, -1.80, 0.75)  -0.035
C (-2.20, -1.43, 0.26)  0.026
N (-1.42, -2.37, -0.45)  -0.007
C (-1.86, -3.50, -1.05)  -0.012
C (-0.79, -4.06, -1.71)  0.007
C (0.28, -3.20, -1.46)  -0.002
N (-0.12, -2.20, -0.69)  -0.071
C (0.66, 2.50, -0.26)  0.049
C (0.65, 3.81, -0.75)  -0.023
N (1.76, 2.04, 0.49)  0.022
C (2.74, 2.80, 1.03)  -0.006
C (3.61, 1.97, 1.70)  0.007
C (3.08, 0.69, 1.53)  0.002
N (1.98, 0.75, 0.80)  -0.017
H (-1.43, 6.11, -2.06)  0.001
H (0.03, 5.74, -2.97)  0.004
H (0.16, 6.41, -1.35)  0.001
H (-2.38, 3.91, -2.21)  0.000
H (-2.42, 1.61, -1.37)  -0.001
H (-2.25, 1.79, 1.33)  -0.002
H (-4.42, 1.06, 2.21)  0.000
H (-6.26, -0.50, 2.07)  0.002
H (-5.45, -1.78, 2.98)  0.008
H (-6.06, -2.11, 1.36)  0.002
H (-3.79, -2.82, 0.62)  0.000
H (-2.87, -3.84, -0.99)  -0.001
H (-0.79, -4.96, -2.28)  0.001
H (1.29, -3.26, -1.83)  0.010
H (1.51, 4.45, -0.60)  0.000
H (2.78, 3.87, 0.94)  -0.001
H (4.48, 2.25, 2.25)  0.000
H (3.45, -0.25, 1.91)  0.004
O (6.10, -4.49, -0.03)  0.064
C (5.18, -3.71, -0.05)  0.007
C (3.94, -3.79, 0.96)  0.009
O (3.88, -4.66, 1.81)  0.270
C (3.11, -2.70, 0.60)  0.461
C (3.62, -2.04, -0.61)  0.255
O (2.95, -1.18, -1.21)  0.292
C (4.94, -2.57, -0.95)  0.152
O (5.72, -2.20, -1.84)  0.408
O (2.04, -2.27, 1.16)  0.262

Properties
E = -1723.8470 Ha
Energy relative to the best compared isomer or geometry (same formula, charge and spin) = 16.8 kcal per mole
Charge = 0
Spin multiplicity = 5
Orbital gap (spin up / spin down) = 4.1 / 3.6 eV